No. 1
Computed, not measured: a molecular structure, C26H43BiCl2N2OP, with ωB97M-V/def2-TZVPD.

Last column: Löwdin charge in e.
Atoms and positions in Å:
P1 -0.180 1.046 -1.307  1.043
C1 -1.795 0.306 -1.464  -0.464
C2 -2.376 1.058 -2.672  -0.241
C3 -3.831 0.609 -2.892  -0.216
C4 -3.971 -0.909 -2.994  -0.214
C5 -3.309 -1.657 -1.825  -0.203
C6 -1.852 -1.233 -1.600  -0.191
C7 1.301 0.219 -1.829  -0.471
C8 1.274 0.508 -3.334  -0.253
C9 2.620 0.060 -3.921  -0.218
C10 2.948 -1.397 -3.577  -0.213
C11 2.816 -1.738 -2.082  -0.198
C12 1.475 -1.277 -1.496  -0.188
C13 -0.089 2.830 -0.942  -0.470
C14 -1.207 3.294 0.017  -0.227
C15 -1.176 4.823 0.179  -0.207
C16 0.200 5.350 0.628  -0.212
C17 1.361 4.778 -0.208  -0.208
C18 1.288 3.251 -0.387  -0.223
H1 -2.335 0.580 -0.523  0.096
H2 -1.779 0.847 -3.572  0.104
H3 -2.343 2.146 -2.503  0.095
H4 -4.210 1.096 -3.795  0.097
H5 -4.429 0.979 -2.048  0.111
H6 -5.034 -1.173 -3.052  0.100
H7 -3.497 -1.234 -3.927  0.107
H8 -3.879 -1.465 -0.903  0.115
H9 -3.354 -2.737 -2.014  0.105
H10 -1.459 -1.720 -0.691  0.107
H11 -1.250 -1.567 -2.461  0.102
H12 2.151 0.759 -1.354  0.109
H13 3.395 0.718 -3.506  0.109
H14 1.118 1.582 -3.511  0.099
H15 0.443 -0.030 -3.816  0.105
H16 2.598 0.216 -5.004  0.097
H17 3.963 -1.623 -3.921  0.098
H18 2.264 -2.038 -4.146  0.106
H19 2.941 -2.822 -1.942  0.108
H20 3.624 -1.237 -1.524  0.114
H21 1.457 -1.443 -0.408  0.095
H22 0.667 -1.875 -1.937  0.093
H23 -0.254 3.236 -1.962  0.097
H24 -2.203 2.983 -0.345  0.100
H25 -1.056 2.796 0.997  0.058
H26 -1.427 5.280 -0.790  0.106
H27 -1.944 5.118 0.907  0.103
H28 0.358 5.102 1.692  0.111
H29 0.208 6.447 0.554  0.097
H30 2.319 5.032 0.264  0.102
H31 1.341 5.248 -1.204  0.106
H32 2.099 2.924 -1.060  0.102
H33 1.432 2.741 0.587  0.047
Bi1 0.232 0.003 3.528  1.173
Cl1 2.210 0.646 2.034  -0.221
Cl2 -2.101 0.826 2.578  -0.251
C19 -0.272 -1.685 2.236  -0.456
H34 -1.244 -1.513 1.736  -0.052
C20 0.442 -2.907 2.069  -0.400
C21 1.873 -2.971 2.082  -0.108
C22 2.524 -4.184 1.966  -0.130
C23 1.773 -5.367 1.824  -0.156
C24 0.372 -5.329 1.733  -0.140
C25 -0.284 -4.116 1.820  -0.088
H35 2.422 -2.034 2.169  0.036
H36 3.621 -4.217 1.983  0.091
H37 -0.198 -6.248 1.585  0.085
H38 -1.372 -4.048 1.718  0.098
H39 2.290 -6.320 1.758  0.069
N1 -0.015 -1.587 7.733  0.158
C26 0.166 -0.897 6.589  -0.660
N2 -0.036 0.450 6.572  0.106
O1 0.533 -1.531 5.553  -0.161
H40 -0.336 -1.123 8.565  0.097
H41 0.068 -2.596 7.727  0.119
H42 0.168 0.928 5.698  -0.043
H43 -0.260 1.030 7.370  0.106

Orbital gap in eV: 4.631
Total charge: -1

No. 2
Computed, not measured: a molecular structure, C26H43CeCl3O2P2, with ωB97M-V/def2-TZVPD.

Last column: Löwdin charge in e.
Atoms and positions in Å:
Ce1 1.143 -0.148 1.179  1.568
C1 -1.068 0.314 2.233  -0.282
C2 -1.313 -0.513 1.084  -0.288
C3 0.019 -1.715 2.573  -0.342
C4 -0.217 -0.410 3.140  -0.328
C5 -0.655 -1.772 1.292  -0.329
C6 -1.740 1.606 2.546  0.004
H1 -2.100 2.093 1.635  0.070
H2 -1.039 2.288 3.038  0.079
H3 -2.604 1.466 3.217  0.116
C7 0.339 0.146 4.399  0.010
H4 0.628 1.200 4.287  0.082
H5 1.213 -0.423 4.724  0.093
H6 -0.418 0.090 5.191  0.118
C8 1.071 -2.651 3.034  -0.008
H7 1.058 -2.676 4.129  0.109
H8 2.098 -2.358 2.718  0.096
H9 0.872 -3.655 2.641  0.107
C9 -0.572 -2.890 0.306  0.002
H10 -1.073 -3.791 0.699  0.114
H11 0.475 -3.168 0.082  0.098
H12 -1.062 -2.620 -0.643  0.088
C10 -2.198 -0.169 -0.070  0.005
H13 -3.041 -0.875 -0.162  0.116
H14 -1.639 -0.196 -1.017  0.062
H15 -2.614 0.838 0.045  0.087
C11 0.192 2.478 -2.968  -0.089
C12 -1.129 2.533 -2.745  -0.115
C13 -2.221 1.758 -3.418  -0.185
C14 -1.811 0.515 -4.233  -0.188
C15 -1.147 -0.596 -3.480  -0.120
C16 0.164 -0.813 -3.305  -0.110
C17 1.292 0.174 -3.349  -0.199
C18 0.965 1.580 -3.901  -0.195
H16 -2.787 2.430 -4.087  0.124
H17 -1.215 0.821 -5.099  0.101
H18 -2.930 1.455 -2.635  0.103
H19 0.471 1.500 -4.873  0.076
H20 0.848 3.091 -2.331  0.069
H21 -1.491 3.264 -2.012  0.073
H22 1.932 2.083 -4.067  0.099
H23 1.734 0.276 -2.339  0.103
H24 0.479 -1.813 -2.965  0.105
H25 2.105 -0.269 -3.957  0.032
H26 -2.748 0.090 -4.628  0.119
H27 -1.849 -1.345 -3.083  0.106
P1 3.383 -0.425 -6.047  0.804
P2 4.396 -3.204 -5.983  0.766
C19 4.425 -0.876 -7.556  -0.424
C20 5.231 -2.142 -7.297  -0.458
H28 5.087 -0.027 -7.771  0.074
H29 3.749 -1.005 -8.414  0.073
H30 5.332 -2.732 -8.219  0.073
H31 6.242 -1.898 -6.936  0.076
C21 5.657 -4.550 -6.126  -0.341
H32 5.297 -5.419 -5.566  0.028
H33 6.601 -4.203 -5.690  0.031
H34 5.818 -4.830 -7.176  0.038
C22 3.173 -3.964 -7.151  -0.314
H35 3.636 -4.167 -8.126  0.042
H36 2.304 -3.310 -7.280  0.023
H37 2.844 -4.910 -6.705  0.033
C23 4.398 1.004 -5.503  -0.293
H38 3.939 1.473 -4.626  0.012
H39 4.488 1.732 -6.317  0.043
H40 5.394 0.637 -5.226  0.043
C24 2.063 0.402 -7.036  -0.282
H41 1.746 -0.279 -7.836  0.038
H42 2.442 1.333 -7.475  0.049
H43 1.195 0.614 -6.404  -0.002
Cl1 1.494 5.817 2.139  0.653
C25 1.228 4.434 1.079  -1.482
Cl2 -0.434 4.462 0.434  0.652
Cl3 2.423 4.445 -0.241  0.629
C26 1.339 3.071 1.869  -0.695
O1 1.255 3.059 3.093  0.049
O2 1.427 2.005 1.098  -0.291

Multiplicity: 2
Orbital gap (spin up / spin down) in eV: 5.700 / 5.719
Total charge: +1

No. 3
Computed, not measured: 4 unconnected molecules or ions with the total composition C26H43ClO10, with ωB97M-V/def2-TZVPD.

Last column: Löwdin charge in e.
Atoms and positions in Å:
C1 1.028 1.488 0.735  -0.056
C2 0.180 0.858 -0.435  -0.344
C3 0.349 -0.730 -0.534  -0.059
C4 -0.703 -1.513 0.276  -0.090
C5 -0.626 -1.955 1.562  -0.466
Cl1 0.750 -1.778 2.668  0.698
C6 -1.931 -2.655 2.023  -0.419
O1 -2.235 -3.135 3.060  0.171
O2 -2.822 -2.583 0.941  0.121
C7 -2.128 -1.979 -0.130  -0.361
O3 -2.708 -1.917 -1.166  0.174
O4 -1.178 1.285 -0.506  -0.138
C8 -1.786 1.506 0.774  -0.164
C9 -3.325 1.178 0.595  -0.168
C10 -4.073 1.038 1.857  -0.043
C11 -5.488 0.695 1.788  -0.059
C12 -6.082 0.491 0.431  -0.066
C13 -5.328 0.657 -0.796  -0.066
C14 -3.913 0.999 -0.713  -0.036
H1 1.120 2.598 0.681  0.089
H2 0.708 1.147 1.756  0.063
H3 2.070 1.070 0.608  0.089
H4 0.667 1.237 -1.381  0.150
H5 0.178 -0.970 -1.622  0.129
H6 1.392 -1.050 -0.282  0.115
H7 -1.659 2.575 1.075  0.139
H8 -1.444 0.781 1.566  0.115
H9 -3.582 1.171 2.852  0.109
H10 -6.053 0.574 2.734  0.083
H11 -7.154 0.201 0.366  0.083
H12 -5.803 0.500 -1.785  0.100
H13 -3.289 1.114 -1.627  0.114
C15 6.123 -1.973 -4.323  -0.105
O5 6.111 -3.027 -3.372  -0.186
C16 6.227 -2.554 -2.036  -0.208
C17 4.883 -2.565 -1.327  -0.196
O6 3.991 -1.609 -1.893  -0.200
C18 3.029 -2.206 -2.749  -0.116
H14 5.830 -2.386 -5.290  0.089
H15 5.420 -1.180 -4.057  0.084
H16 7.131 -1.559 -4.409  0.088
H17 6.674 -1.555 -2.011  0.114
H18 6.904 -3.237 -1.513  0.126
H19 5.035 -2.279 -0.281  0.122
H20 4.442 -3.567 -1.341  0.127
H21 2.285 -2.744 -2.151  0.081
H22 3.490 -2.889 -3.465  0.087
H23 2.525 -1.411 -3.300  0.090
C19 10.311 2.108 0.106  -0.110
O7 10.174 0.992 0.971  -0.190
C20 8.895 0.379 0.870  -0.200
C21 8.956 -0.896 0.045  -0.200
O8 9.249 -0.613 -1.321  -0.203
C22 10.605 -0.880 -1.645  -0.106
H24 11.363 2.396 0.088  0.089
H25 9.999 1.871 -0.914  0.083
H26 9.724 2.950 0.485  0.088
H27 8.158 1.075 0.457  0.127
H28 8.582 0.123 1.887  0.125
H29 7.972 -1.377 0.068  0.108
H30 9.683 -1.599 0.463  0.129
H31 10.769 -1.961 -1.697  0.089
H32 11.290 -0.437 -0.919  0.085
H33 10.810 -0.450 -2.626  0.090
C23 -11.710 3.437 2.621  -0.111
O9 -12.152 2.160 2.188  -0.192
C24 -11.741 1.863 0.859  -0.202
C25 -10.558 0.910 0.845  -0.199
O10 -9.389 1.528 1.374  -0.204
C26 -9.116 1.117 2.698  -0.124
H34 -11.882 3.509 3.696  0.089
H35 -10.643 3.582 2.429  0.084
H36 -12.285 4.221 2.120  0.088
H37 -11.510 2.779 0.306  0.126
H38 -12.588 1.377 0.364  0.124
H39 -10.335 0.643 -0.193  0.124
H40 -10.792 -0.012 1.386  0.127
H41 -8.730 0.092 2.694  0.087
H42 -9.997 1.182 3.342  0.086
H43 -8.347 1.777 3.102  0.087

SMILES string: C[C@@H](CC1=C(Cl)C(=O)OC1=O)OCc1ccccc1.COCCOC.COCCOC.COCCOC
Orbital gap in eV: 7.881
Total charge: 0